1.
{"formula": "C4H11N3", "method": "ωB97M-V with the def2-TZVPD basis set", "elements": ["N", "C", "N", "C", "C", "C", "N", "H", "H", "H", "H", "H", "H", "H", "H", "H", "H", "H"], "coordinates": [[0.409, -3.168, 1.093], [0.913, -2.240, -0.026], [0.315, -1.204, -0.267], [0.936, 0.005, -0.664], [-0.212, 0.986, -1.104], [-1.214, 1.440, -0.074], [-0.679, 2.091, 1.078], [-0.490, -2.960, 0.679], [0.300, -2.752, 2.075], [1.987, -2.443, -0.451], [1.664, -0.126, -1.570], [1.623, 0.352, 0.104], [0.316, 1.888, -1.448], [-0.796, 0.351, -1.826], [-2.004, 1.941, -0.650], [-1.864, 0.705, 0.429], [-1.412, 2.567, 1.631], [0.207, 2.568, 0.993]], "lowdin_charge": [-0.001, -0.261, -0.001, -0.251, -0.190, -0.365, -0.019, 0.025, 0.093, 0.143, 0.134, 0.107, 0.109, 0.123, 0.099, 0.106, 0.086, 0.061], "de_lowest_kcal_mol": 85.5, "mol_weight_g_mol": 101.15, "total_charge": 0, "homo_ev": -8.7, "smiles": "N/C=N/CCCN"}

***

2.
{"formula": "C2H4NOP", "method": "ωB97M-V with the def2-TZVPD basis set", "elements": ["N", "C", "C", "O", "P", "H", "H", "H", "H"], "coordinates": [[3.037, 0.841, 0.131], [2.082, 0.242, -0.087], [1.075, -0.720, -0.311], [-0.268, -0.338, 0.183], [-1.027, 1.123, -0.202], [1.036, -0.927, -1.430], [1.343, -1.569, 0.255], [-2.199, 1.052, 0.534], [-0.441, 1.988, 0.624]], "lowdin_charge": [0.174, -0.247, -0.230, -0.516, 0.815, 0.150, 0.113, -0.114, -0.146], "de_lowest_kcal_mol": 27.2, "mol_weight_g_mol": 89.03, "total_charge": 0, "homo_ev": -9.4, "smiles": "N#CCOP"}

***

3.
{"formula": "C16H37N5O6S", "method": "ωB97M-V with the def2-TZVPD basis set", "elements": ["C", "C", "C", "C", "C", "C", "O", "C", "C", "C", "C", "C", "N", "C", "C", "C", "O", "S", "O", "O", "H", "H", "H", "H", "H", "H", "H", "H", "H", "H", "H", "H", "H", "H", "H", "H", "H", "H", "H", "H", "H", "H", "H", "H", "H", "H", "H", "H", "H", "N", "C", "N", "O", "H", "H", "H", "H", "N", "C", "N", "O", "H", "H", "H", "H"], "coordinates": [[5.999, -1.668, -1.569], [6.012, -0.033, -1.769], [5.936, 0.432, -3.361], [4.807, 0.758, -0.976], [4.986, 0.816, 0.657], [3.294, 0.198, -1.331], [2.398, 1.346, -1.540], [0.978, 0.979, -1.429], [0.573, -0.445, -2.132], [0.349, -1.696, -1.092], [0.200, -3.074, -2.018], [1.105, -4.296, -1.372], [2.404, -4.553, -2.164], [0.130, 2.161, -2.246], [-1.355, 2.457, -1.618], [-1.945, 1.281, -0.639], [-1.220, 1.098, 0.627], [0.494, 1.146, 0.372], [0.916, 2.606, 0.802], [1.271, 0.199, 1.342], [5.634, -2.246, -2.544], [5.385, -1.996, -0.602], [7.101, -2.022, -1.380], [7.041, 0.349, -1.326], [6.180, -0.461, -4.088], [6.785, 1.243, -3.515], [4.920, 0.970, -3.600], [4.823, 1.888, -1.363], [4.630, 1.897, 0.999], [6.128, 0.666, 0.933], [4.270, 0.041, 1.177], [3.387, -0.353, -2.372], [2.952, -0.557, -0.505], [1.298, -0.762, -3.026], [-0.483, -0.266, -2.661], [-0.618, -1.554, -0.445], [1.234, -1.890, -0.351], [-0.936, -3.409, -2.141], [0.630, -2.878, -3.109], [1.416, -4.124, -0.254], [0.453, -5.273, -1.413], [3.169, -4.598, -1.439], [2.614, -3.729, -2.784], [0.139, 1.989, -3.419], [0.765, 3.158, -2.080], [-2.101, 2.519, -2.548], [-1.442, 3.529, -1.099], [-3.061, 1.589, -0.354], [-2.024, 0.240, -1.205], [-3.512, 0.772, 3.347], [-4.821, 0.537, 3.135], [-5.122, 0.224, 1.861], [-5.659, 0.602, 4.020], [-2.817, 0.720, 2.621], [-3.229, 1.012, 4.286], [-6.092, 0.038, 1.646], [-4.436, 0.169, 1.128], [-8.353, 1.207, 4.843], [-8.622, 1.733, 6.053], [-9.926, 1.694, 6.389], [-7.762, 2.204, 6.779], [-9.058, 0.818, 4.240], [-7.389, 1.211, 4.539], [-10.185, 2.076, 7.288], [-10.638, 1.308, 5.794]], "lowdin_charge": [-0.110, -0.350, -0.107, -0.290, -0.086, -0.159, -0.137, -0.437, -0.139, -0.190, -0.179, -0.273, -0.058, -0.128, -0.163, -0.228, -0.298, 0.896, -0.349, -0.349, 0.081, 0.088, 0.077, 0.132, 0.080, 0.085, 0.078, 0.151, 0.100, 0.088, 0.080, 0.129, 0.119, 0.138, 0.129, 0.114, 0.099, 0.118, 0.107, 0.112, 0.106, 0.064, 0.050, 0.141, 0.141, 0.131, 0.144, 0.141, 0.124, 0.173, -0.686, 0.157, 0.025, 0.081, 0.120, 0.113, 0.081, 0.153, -0.723, 0.137, 0.021, 0.093, 0.050, 0.106, 0.091], "de_lowest_kcal_mol": 183.3, "mol_weight_g_mol": 427.57, "total_charge": 0, "homo_ev": -9.2, "smiles": "CC(C)[C@H](C)CO[C@]1(CCCCN)CCCOS1(=O)=O.NC(N)=O.NC(N)=O"}

***

4.
{"formula": "C4H8O2", "method": "ωB97M-V with the def2-TZVPD basis set", "elements": ["C", "C", "O", "C", "C", "O", "H", "H", "H", "H", "H", "H", "H", "H"], "coordinates": [[-0.452, 1.811, 0.197], [0.665, 0.867, 0.563], [0.366, -0.102, 1.562], [0.641, -0.562, 0.245], [-0.458, -1.195, -0.586], [-0.451, -2.607, -0.510], [-1.421, 1.308, 0.266], [-0.321, 2.190, -0.823], [-0.468, 2.664, 0.883], [1.652, 1.329, 0.651], [1.610, -1.069, 0.159], [-0.363, -0.856, -1.635], [-1.439, -0.872, -0.228], [0.440, -2.907, -0.745]], "lowdin_charge": [-0.037, -0.312, -0.001, -0.252, -0.216, -0.056, 0.079, 0.085, 0.081, 0.140, 0.148, 0.130, 0.124, 0.088], "de_lowest_kcal_mol": 47.4, "mol_weight_g_mol": 88.11, "total_charge": 0, "homo_ev": -10.2, "smiles": "C[C@H]1O[C@H]1CO"}

***

5.
{"formula": "C22H54BrN4O5PS", "method": "ωB97M-V with the def2-TZVPD basis set", "elements": ["C", "C", "C", "C", "C", "P", "S", "Br", "O", "C", "C", "N", "C", "C", "C", "O", "H", "H", "H", "H", "H", "H", "H", "H", "H", "H", "H", "H", "H", "H", "H", "H", "H", "H", "H", "H", "H", "C", "O", "C", "C", "C", "N", "H", "H", "H", "H", "H", "H", "H", "H", "H", "H", "H", "C", "O", "C", "C", "C", "N", "H", "H", "H", "H", "H", "H", "H", "H", "H", "H", "H", "C", "O", "C", "C", "C", "N", "H", "H", "H", "H", "H", "H", "H", "H", "H", "H", "H"], "coordinates": [[6.411, -5.375, -4.725], [6.408, -4.063, -4.558], [6.350, -2.447, -4.479], [5.565, -2.093, -3.091], [3.934, -2.081, -3.284], [3.094, -0.861, -2.096], [2.326, 0.354, -3.728], [3.933, -2.111, -0.337], [1.546, -1.035, -1.371], [0.707, -1.999, -2.075], [0.553, -3.295, -1.127], [-0.469, -4.297, -1.582], [-0.532, -4.441, -3.072], [-1.772, -3.568, -3.712], [-2.747, -4.532, -4.567], [-1.273, -2.506, -4.589], [6.643, -6.493, -4.660], [7.427, -1.998, -4.449], [5.819, -1.992, -5.396], [5.905, -2.912, -2.335], [5.881, -1.053, -2.663], [3.546, -3.173, -3.148], [3.744, -1.773, -4.394], [3.892, 0.262, -1.642], [1.548, -0.486, -4.525], [-0.366, -1.622, -2.298], [1.174, -2.269, -3.091], [1.591, -3.774, -0.906], [0.179, -2.895, -0.094], [-0.098, -5.216, -1.245], [-0.829, -5.553, -3.277], [0.464, -4.275, -3.625], [-2.322, -3.129, -2.781], [-2.078, -5.231, -5.210], [-3.375, -5.163, -3.840], [-3.436, -3.950, -5.284], [-0.820, -2.969, -5.333], [-4.540, 1.242, 0.671], [-3.196, 1.659, 0.496], [-2.267, 1.046, 1.388], [-1.777, -0.346, 0.934], [-2.795, -1.457, 1.177], [-1.399, -0.350, -0.486], [-4.779, 1.047, 1.720], [-4.742, 0.358, 0.063], [-5.192, 2.043, 0.312], [-1.399, 1.714, 1.411], [-2.665, 1.020, 2.409], [-0.888, -0.589, 1.526], [-3.622, -1.433, 0.463], [-2.318, -2.437, 1.077], [-3.212, -1.392, 2.187], [-0.654, 0.333, -0.626], [-2.183, 0.041, -1.010], [3.941, 4.450, -0.058], [3.530, 3.268, 0.609], [2.239, 3.348, 1.209], [1.071, 3.073, 0.238], [0.754, 4.250, -0.680], [1.321, 1.882, -0.585], [3.586, 5.354, 0.446], [3.603, 4.434, -1.096], [5.034, 4.469, -0.069], [2.225, 2.567, 1.978], [2.111, 4.302, 1.735], [0.177, 2.888, 0.844], [1.488, 4.370, -1.479], [-0.218, 4.105, -1.161], [0.707, 5.186, -0.114], [1.445, 1.080, 0.033], [2.242, 1.999, -1.012], [-3.152, 4.780, 6.285], [-2.244, 3.774, 6.702], [-2.862, 2.599, 7.224], [-3.314, 1.590, 6.147], [-4.603, 1.994, 5.437], [-2.266, 1.367, 5.141], [-4.042, 4.822, 6.919], [-3.433, 4.624, 5.242], [-2.640, 5.744, 6.347], [-2.096, 2.113, 7.838], [-3.683, 2.860, 7.902], [-3.510, 0.637, 6.653], [-4.452, 2.804, 4.720], [-5.009, 1.146, 4.878], [-5.364, 2.310, 6.157], [-1.434, 1.012, 5.611], [-1.975, 2.285, 4.800]], "lowdin_charge": [0.054, -0.114, -0.195, -0.294, -0.432, 0.249, 0.426, 0.335, -0.501, -0.276, -0.204, -0.092, -0.195, -0.364, -0.085, -0.112, 0.041, 0.120, 0.109, 0.088, 0.105, 0.102, 0.062, 0.015, -0.152, 0.114, 0.074, 0.087, 0.122, 0.108, 0.121, 0.121, 0.153, 0.085, 0.086, 0.085, 0.096, -0.106, -0.189, -0.191, -0.413, -0.066, 0.063, 0.085, 0.073, 0.087, 0.097, 0.097, 0.137, 0.064, 0.070, 0.078, 0.052, 0.085, -0.108, -0.194, -0.194, -0.417, -0.062, 0.049, 0.090, 0.073, 0.087, 0.123, 0.118, 0.112, 0.065, 0.079, 0.079, 0.066, 0.044, -0.107, -0.193, -0.201, -0.427, -0.072, 0.039, 0.090, 0.073, 0.088, 0.121, 0.117, 0.135, 0.063, 0.073, 0.079, 0.077, 0.073], "mol_weight_g_mol": 597.64, "total_charge": 0, "homo_ev": -8.7, "smiles": "C#CCCC[PH](S)(Br)OCCNC[C@H](C)O.COC[C@@H](C)N.COC[C@@H](C)N.COC[C@@H](C)N"}

***

6.
{"formula": "C33H37Cl2GeOOsS3SeSi", "method": "ωB97M-V with the def2-TZVPD basis set", "elements": ["Os", "Cl", "C", "C", "C", "C", "C", "Cl", "C", "S", "H", "H", "H", "C", "Ge", "C", "C", "C", "C", "C", "C", "C", "C", "C", "C", "C", "C", "C", "C", "C", "C", "C", "C", "H", "H", "H", "H", "H", "H", "H", "H", "H", "H", "H", "H", "H", "H", "H", "C", "C", "S", "O", "C", "C", "H", "H", "H", "H", "H", "H", "H", "H", "H", "H", "S", "C", "C", "Si", "C", "C", "Se", "H", "H", "H", "H", "H", "H", "H", "H", "H"], "coordinates": [[0.332, 1.654, -0.104], [-1.659, 3.312, 2.054], [-2.235, 4.762, 1.301], [-3.219, 5.468, 1.968], [-3.700, 6.665, 1.462], [-3.186, 7.138, 0.266], [-2.225, 6.408, -0.407], [-1.655, 7.060, -1.914], [-1.688, 5.181, 0.060], [-0.482, 4.358, -0.854], [-3.603, 5.065, 2.896], [-4.461, 7.223, 1.993], [-3.533, 8.075, -0.151], [-0.730, 0.138, 0.842], [0.077, -1.570, 1.316], [1.894, -1.542, 2.116], [2.188, -2.228, 3.293], [3.479, -2.255, 3.801], [4.498, -1.575, 3.148], [4.212, -0.858, 1.994], [2.922, -0.844, 1.484], [-0.989, -2.662, 2.618], [-0.741, -4.027, 2.769], [-1.473, -4.800, 3.657], [-2.484, -4.219, 4.414], [-2.743, -2.862, 4.281], [-1.997, -2.096, 3.395], [0.197, -2.859, -0.198], [-0.945, -3.555, -0.594], [-0.948, -4.348, -1.731], [0.201, -4.445, -2.506], [1.345, -3.761, -2.125], [1.343, -2.978, -0.979], [1.394, -2.744, 3.819], [3.690, -2.806, 4.712], [5.507, -1.597, 3.543], [4.998, -0.301, 1.498], [2.698, -0.266, 0.591], [0.040, -4.487, 2.172], [-1.262, -5.859, 3.761], [-3.060, -4.822, 5.106], [-3.532, -2.406, 4.869], [-2.194, -1.033, 3.294], [-1.847, -3.469, 0.006], [-1.842, -4.892, -2.014], [0.196, -5.043, -3.410], [2.243, -3.826, -2.729], [2.237, -2.443, -0.685], [-3.068, 0.001, -3.415], [-2.186, -0.934, -2.624], [-1.627, -0.210, -0.793], [-1.490, 1.219, -1.288], [-3.343, -0.345, -0.109], [-3.971, 1.028, 0.019], [-3.142, -0.300, -4.469], [-2.647, 1.006, -3.386], [-4.081, 0.037, -3.005], [-1.192, -1.048, -3.058], [-2.622, -1.910, -2.411], [-3.219, -0.831, 0.860], [-3.927, -0.987, -0.773], [-3.362, 1.661, 0.661], [-4.974, 0.949, 0.445], [-4.036, 1.511, -0.955], [2.522, 2.399, 2.424], [1.537, 2.443, 1.176], [3.651, 1.096, -4.746], [3.655, 1.360, -2.858], [3.935, 3.207, -2.526], [5.197, 0.443, -2.213], [1.730, 0.540, -2.073], [4.619, 1.328, -5.198], [2.891, 1.726, -5.211], [3.402, 0.058, -4.977], [4.778, 3.599, -3.103], [4.129, 3.377, -1.466], [3.042, 3.776, -2.787], [6.072, 0.677, -2.827], [5.046, -0.637, -2.232], [5.417, 0.729, -1.183]], "lowdin_charge": [0.710, 0.681, -0.665, -0.156, -0.138, -0.165, -0.708, 0.594, -0.762, 0.507, 0.087, 0.083, 0.085, -0.570, 0.884, -0.250, -0.112, -0.115, -0.117, -0.106, -0.159, -0.278, -0.132, -0.109, -0.123, -0.108, -0.110, -0.278, -0.143, -0.115, -0.115, -0.096, -0.119, 0.081, 0.086, 0.087, 0.094, 0.031, 0.103, 0.090, 0.086, 0.091, 0.095, 0.101, 0.092, 0.087, 0.095, 0.077, -0.174, -0.313, 0.649, -0.692, -0.362, -0.137, 0.056, 0.065, 0.056, 0.052, 0.047, 0.062, 0.069, 0.029, 0.069, 0.067, 0.487, -0.972, -0.256, 0.069, -0.228, -0.239, 0.290, 0.010, 0.016, 0.010, 0.013, 0.021, 0.022, 0.011, 0.013, 0.010], "de_lowest_kcal_mol": 100.1, "mol_weight_g_mol": 986.65, "multiplicity": 2, "total_charge": -2, "homo_ev": [-0.8, -0.9], "s2": 1.157}

***

Table of total energy (Ha), in record order: -323.1703, -549.8972, -1755.0014, -307.6369, -4779.1357, -8328.2998